# 1
Formula: H14NaO7
Source: OMol25
Level of theory: ωB97M-V/def2-TZVPD

Summary:
charge: +1
max |F|: 17.79 eV/A
DFT total energy: -696.5024 hartree
energy above the lowest of the compared OMol25 structures with the same formula, charge and spin: 20.716 eV
HOMO energy: -12.413 eV

Element x y z (Å)
Na  -31.69900  -0.46142  -10.75772
O  -33.24478  -0.24970  -10.00495
H  -33.24845  0.59219  -9.54949
H  -33.34028  -0.89962  -9.30873
O  -32.69894  0.08955  -11.84834
H  -33.32592  -0.06837  -12.55414
H  -33.17794  0.62712  -11.21762
O  -32.09471  -2.59223  -11.65211
H  -32.00228  -1.81886  -12.20850
H  -31.33086  -2.56599  -11.07585
O  -30.88275  0.85105  -11.12284
H  -30.98288  1.72495  -10.74534
H  -29.96842  0.81424  -11.40365
O  -31.20331  -2.22991  -10.03429
H  -30.95349  -2.02026  -9.13437
H  -31.89684  -2.88353  -9.94477
O  -31.02086  -0.01402  -9.06667
H  -30.96301  0.86365  -8.68907
H  -31.11119  -0.59483  -8.31120
O  -31.31006  -1.07503  -12.45614
H  -30.68872  -1.45872  -13.07497
H  -31.52612  -0.22129  -12.83120


# 2
Formula: ClH22O15
Source: OMol25
Level of theory: ωB97M-V/def2-TZVPD

Summary:
charge: -1
max |F|: 3.27 eV/A
DFT total energy: -1601.8299 hartree
energy above the lowest of the compared OMol25 structures with the same formula, charge and spin: 0.498 eV
HOMO energy: -7.402 eV

Element x y z (Å)
Cl  1.11296  0.51909  -0.78765
O  0.90302  -0.67196  -1.65808
O  0.19015  0.45654  0.37701
O  2.53395  0.56229  -0.28073
O  0.74936  1.77542  -1.55745
O  -2.56228  -0.60773  0.20009
H  -2.56650  -1.15882  -0.60900
H  -3.53169  -0.43755  0.21589
O  1.07018  -2.83726  -3.47146
H  1.35660  -3.49704  -2.80968
H  1.49913  -2.02019  -3.27663
O  -1.91556  2.04142  -0.71447
H  -0.99501  2.02134  -0.94258
H  -2.00786  1.10993  -0.37057
O  0.49491  -0.04487  3.13321
H  1.15207  0.57937  2.84630
H  0.82664  -0.33584  3.97757
O  -1.29956  2.95416  -3.27524
H  -0.39337  2.73030  -3.04378
H  -1.82000  2.54213  -2.54654
O  -1.46742  -0.65390  -2.99306
H  -1.53451  -1.59311  -3.11616
H  -0.61802  -0.49594  -2.56831
O  2.66719  1.73135  2.44924
H  2.83221  2.52964  3.00148
H  2.78669  1.99590  1.55552
O  -0.40805  2.91419  1.55794
H  0.24501  2.27759  1.30654
H  -1.18302  2.75503  1.04759
O  -1.24640  -2.34727  2.41183
H  -1.12829  -1.42240  2.30789
H  -1.21876  -2.39542  3.36147
O  -0.31806  -2.84311  -0.24744
H  0.12997  -2.07563  -0.67026
H  -0.43451  -2.64893  0.64959
O  2.20408  -1.47059  1.57702
H  1.47322  -1.07118  2.05528
H  2.42154  -0.86694  0.90763


# 3
Formula: C3HCl3
Source: OMol25
Level of theory: ωB97M-V/def2-TZVPD

Summary:
max |F|: 6.79 eV/A
DFT total energy: -1495.2328 hartree
energy above the lowest of the compared OMol25 structures with the same formula, charge and spin: 4.778 eV
HOMO energy: -9.104 eV

Element x y z (Å)
C  -0.61482  -2.13381  0.39828
C  -0.57489  -1.06960  -0.10314
C  0.36038  1.44142  -0.14658
Cl  -0.79770  2.25765  -0.95573
Cl  0.44352  1.62886  1.54286
Cl  1.73283  1.01489  -1.01128
H  -0.54933  -3.13940  0.27557


# 4
Formula: C4H2Cl2FNS
Source: OMol25
Level of theory: ωB97M-V/def2-TZVPD

Summary:
max |F|: 3.39 eV/A
DFT total energy: -1626.6859 hartree
energy above the lowest of the compared OMol25 structures with the same formula, charge and spin: 0.464 eV
HOMO energy: -9.157 eV

Element x y z (Å)
C  0.03103  -0.20188  -1.23422
C  -0.40507  0.41861  1.10031
C  0.12997  1.34321  0.25020
C  3.26473  -0.23415  0.08342
N  0.45116  1.00847  -1.00671
F  0.41394  2.50696  0.86357
S  -0.59066  -1.01984  0.16824
Cl  4.40519  -1.38075  0.35153
Cl  3.90856  1.20603  -0.37137
H  0.21530  -0.70055  -2.09794
H  -0.64566  0.33173  2.16372